Entry 1:
Formula: H9N3Si2
Source: the Open Molecules 2025 dataset
Level of theory: ωB97M-V/def2-TZVPD

- Frontier orbital gap (spin up / spin down): 6.84 / 6.84 eV
- M: 107.265 g mol⁻¹
- HOMO energy (spin up / spin down): -6.70 / -6.70 eV
- Net charge: 0
- Spin multiplicity: 1

Each line ends with the natural charge from an NBO analysis.
Positions of all 14 atoms, in Å:
H  1.55  1.93  -0.81  0.39
H  2.20  -2.45  0.57  0.41
Si  -2.14  -0.34  -0.40  0.84
H  -3.57  0.99  1.02  0.38
H  1.46  0.43  1.95  -0.20
N  1.93  1.06  -0.69  -1.28
N  2.19  -1.53  0.19  -1.33
H  1.73  0.75  -1.59  0.38
Si  1.31  -0.07  0.48  1.33
H  2.95  -1.45  -0.44  0.39
N  -2.68  0.98  0.59  -1.31
H  -2.20  0.04  -1.72  -0.24
H  -2.68  -1.83  -0.38  -0.18
H  -2.05  1.49  1.23  0.40

***

Entry 2:
Formula: C7H11N4
Source: the Open Molecules 2025 dataset
Level of theory: ωB97M-V/def2-TZVPD

- Frontier orbital gap: 8.82 eV
- M: 151.193 g mol⁻¹
- HOMO energy: -12.96 eV
- Net charge: +1
- Spin multiplicity: 1

Each line ends with the natural charge from an NBO analysis.
Positions of all 22 atoms, in Å:
N  2.14  0.48  -1.02  -0.49
H  2.09  -1.94  -3.16  0.44
H  -1.24  0.01  2.63  0.23
H  -3.18  0.57  1.17  0.26
H  1.34  2.16  -0.51  0.24
C  1.71  -0.63  -1.47  0.56
N  0.30  -0.76  -1.24  -0.45
H  3.50  -1.34  -2.28  0.44
C  -2.61  0.13  0.33  -0.63
H  -0.69  1.00  -1.18  0.44
C  1.25  1.19  -0.16  0.07
H  -0.02  -1.58  -0.68  0.40
C  -0.61  0.19  1.87  -0.17
H  -2.69  0.60  -0.63  0.22
C  -1.09  0.35  0.65  0.13
H  -2.70  -0.96  0.40  0.25
N  -0.15  0.55  -0.45  -0.25
C  1.54  1.10  1.29  -0.18
H  1.14  0.46  3.24  0.25
C  0.76  0.48  2.18  -0.22
H  2.54  1.16  1.75  0.27
N  2.41  -1.41  -2.33  -0.81

***

Entry 3:
Formula: C26H64NP2S
Source: the Open Molecules 2025 dataset
Level of theory: ωB97M-V/def2-TZVPD

- Frontier orbital gap: 5.49 eV
- M: 484.820 g mol⁻¹
- HOMO energy: -3.31 eV
- Net charge: -1
- Spin multiplicity: 1

Each line ends with the Löwdin charge.
Positions of all 94 atoms, in Å:
H  5.20  -1.08  4.00  0.10
C  4.50  -2.38  0.08  -0.11
S  -5.71  -3.88  -1.93  -0.11
H  1.27  2.73  -0.96  0.09
H  6.04  1.25  4.34  0.10
H  -2.31  -0.33  -2.78  0.04
C  -2.55  -8.04  -1.80  -0.43
C  5.57  0.95  3.40  -0.27
C  3.91  -1.66  -1.12  -0.27
C  -5.78  2.54  -2.26  -0.28
C  -3.40  -0.32  -2.84  -0.10
H  4.47  1.88  1.78  0.06
H  3.72  -2.86  0.68  0.07
H  -0.35  -0.54  -1.81  0.06
H  -5.90  4.16  -0.83  0.06
H  -4.23  -5.93  -3.00  -0.06
H  -1.60  1.95  -0.17  0.06
H  -0.48  4.87  -2.26  0.10
H  -3.24  -8.87  -1.30  0.04
H  2.85  -0.86  4.65  0.11
H  -3.05  -7.76  -2.83  0.00
H  -5.96  0.78  -3.48  0.10
H  4.11  2.56  3.38  0.07
H  -7.26  3.03  -0.75  0.07
C  -6.18  1.08  -2.45  -0.23
H  -3.68  0.38  -3.63  0.06
H  2.93  0.73  6.54  0.10
H  -0.26  -5.72  -1.75  0.03
H  2.01  -1.33  1.01  0.10
C  3.45  0.05  4.57  -0.22
H  -5.85  0.30  -0.46  0.10
H  -1.78  -4.52  -1.91  0.03
H  -6.14  -6.61  -1.69  -0.06
H  6.39  0.61  2.75  0.10
H  -0.77  -4.53  -0.29  0.03
H  4.87  -0.15  7.75  0.07
H  -6.28  3.14  -3.04  0.10
H  0.00  -2.21  0.01  0.10
H  3.40  -2.37  -1.77  0.10
C  3.85  0.52  5.98  -0.27
H  -0.23  2.55  0.79  0.06
C  1.83  6.15  -1.17  -0.12
H  4.09  -1.45  6.84  0.08
H  2.79  0.81  4.13  0.10
H  -5.67  2.58  -0.09  0.06
H  1.38  4.80  0.44  0.10
C  0.83  -1.96  -0.67  -0.27
H  4.74  -1.24  -1.72  0.10
C  1.14  3.71  -1.42  -0.23
H  -3.63  -0.60  -0.73  0.11
H  5.19  -3.16  -0.25  0.07
H  -1.89  2.92  1.29  0.07
C  0.25  -1.45  -1.98  -0.10
H  1.65  3.66  -2.39  0.11
H  -0.41  -2.21  -2.42  0.07
C  -1.23  2.80  0.42  -0.11
C  2.97  -0.51  -0.74  -0.23
H  3.53  0.22  -0.13  0.09
H  2.68  0.02  -1.65  0.10
H  5.60  -0.74  6.25  0.06
H  -0.89  4.91  0.21  0.10
H  2.88  4.45  -0.40  0.10
C  4.90  2.15  2.75  -0.11
H  5.64  2.95  2.58  0.07
C  1.84  4.76  -0.55  -0.27
H  0.82  6.53  -1.30  0.07
C  1.72  -0.93  0.04  -0.22
H  1.03  -1.22  -2.70  0.07
H  -3.60  1.08  -1.21  0.08
C  4.65  -0.52  6.74  -0.12
H  -2.25  4.30  -0.72  0.10
P  -2.40  -6.57  -0.58  0.55
C  -3.98  0.10  -1.49  -0.26
C  4.62  -0.23  3.62  -0.23
N  -4.01  -5.87  -0.28  -0.61
H  2.37  6.85  -0.53  0.07
H  5.05  -1.69  0.72  0.06
H  4.40  1.46  5.93  0.10
C  -0.35  3.96  -1.67  -0.22
C  -5.51  0.09  -1.48  -0.22
H  -0.74  3.14  -2.30  0.11
C  -1.22  4.07  -0.41  -0.27
C  -1.17  -5.23  -1.17  -0.40
H  -5.87  -0.92  -1.71  0.06
H  2.33  6.14  -2.15  0.07
H  1.13  -0.03  0.25  0.10
P  -4.98  -5.72  -1.77  0.07
H  -1.48  -8.48  -2.07  0.03
H  -4.71  2.67  -2.41  0.09
H  -7.27  0.99  -2.34  0.11
C  -6.18  3.10  -0.90  -0.12
H  4.21  -0.54  2.65  0.09
H  -3.73  -1.32  -3.11  0.07
H  1.38  -2.89  -0.84  0.10